No. 1
A molecular structure, C44H51KN7P2S2 in a non-equilibrium geometry, computed with ωB97M-V/def2-TZVPD.

Properties
LUMO: -2.14 eV
net charge: +1
HOMO energy: -0.35477 Eh
gap between HOMO and LUMO: 7.512 eV

Structure (XYZ):
```
107
Properties=species:S:1:pos:R:3:lowdin_charge:R:1
K 0.60 0.40 1.59 0.5501
N 0.33 2.97 3.09 -0.0280
C 1.70 3.36 3.37 -0.2727
C 2.48 3.50 2.06 -0.2173
N 2.60 2.23 1.37 -0.1389
C 3.82 1.47 1.61 -0.2173
C 3.56 0.15 2.33 -0.2820
N 2.92 -0.81 1.44 -0.0731
H -0.14 3.76 2.65 0.0772
H -0.15 2.81 3.96 0.0279
H 2.17 2.58 3.97 0.0945
H 1.78 4.31 3.92 0.1181
H 3.46 3.95 2.27 0.1180
H 1.93 4.20 1.42 0.1225
H 2.51 2.40 0.37 0.0215
H 4.53 2.06 2.20 0.1220
H 4.30 1.23 0.65 0.1165
H 2.90 0.32 3.18 0.0907
H 4.53 -0.22 2.71 0.1203
H 2.82 -1.70 1.92 0.0825
H 3.55 -0.98 0.65 0.0762
N -1.93 -1.54 5.98 0.1199
C -1.81 -0.53 6.95 -0.2421
C -2.64 -0.53 8.06 -0.0161
C -2.51 0.46 9.02 -0.0751
C -1.58 1.46 8.88 -0.0811
C -0.75 1.48 7.76 -0.0974
C -0.86 0.49 6.81 -0.4253
S 0.19 0.49 5.36 0.9755
N -0.55 -0.59 4.33 -0.2790
C -1.43 -1.43 4.70 -0.3575
C -1.97 -2.37 3.70 -0.2067
C -2.68 -3.52 4.05 -0.0032
C -3.15 -4.35 3.05 -0.0432
C -2.89 -4.02 1.73 -0.0283
C -2.19 -2.85 1.48 -0.1319
N -1.73 -2.05 2.43 0.1224
H -2.70 -2.17 6.13 0.1219
H -3.38 -1.31 8.17 0.1160
H -3.16 0.44 9.89 0.1086
H -1.48 2.24 9.62 0.1075
H -0.01 2.25 7.65 0.1062
H -2.87 -3.78 5.08 0.1079
H -3.70 -5.25 3.30 0.1151
H -3.23 -4.63 0.92 0.1116
H -1.98 -2.53 0.47 0.0650
C 0.52 -2.30 -7.50 -0.4098
S 1.21 -3.17 -6.06 0.8042
C 1.37 -1.76 -4.91 -0.5077
C 1.81 -2.32 -3.56 -0.2595
C 1.97 -1.26 -2.46 -0.2969
N 0.81 -0.36 -2.28 -0.4363
P -0.31 -0.96 -1.07 0.9857
C -1.83 -0.12 -1.61 -0.3806
C -2.80 0.14 -0.65 -0.1042
C -3.99 0.75 -1.00 -0.0727
C -4.22 1.11 -2.32 -0.0738
C -3.26 0.86 -3.28 -0.0698
C -2.07 0.25 -2.93 -0.1191
C -0.66 -2.64 -1.73 -0.3775
C -0.06 -3.71 -1.06 -0.1363
C -0.26 -5.01 -1.49 -0.0722
C -1.08 -5.26 -2.57 -0.0658
C -1.70 -4.21 -3.23 -0.0626
C -1.49 -2.91 -2.81 -0.0711
P 1.44 1.10 -1.52 1.0190
C 2.41 1.80 -2.90 -0.3648
C 3.52 2.58 -2.59 -0.0935
C 4.28 3.16 -3.59 -0.0731
C 3.94 2.96 -4.92 -0.0711
C 2.85 2.17 -5.24 -0.0648
C 2.09 1.59 -4.24 -0.1205
C 0.00 2.25 -1.60 -0.3476
C -0.44 2.90 -2.74 -0.0741
C -1.51 3.78 -2.68 -0.0622
C -2.14 4.04 -1.48 -0.0640
C -1.69 3.42 -0.33 -0.0715
C -0.62 2.55 -0.38 -0.1532
H 0.38 -3.04 -8.27 0.0271
H 1.22 -1.54 -7.84 0.0311
H -0.43 -1.85 -7.23 0.0291
H 0.40 -1.29 -4.83 0.0574
H 2.11 -1.06 -5.31 0.0722
H 2.78 -2.81 -3.68 0.1181
H 1.09 -3.08 -3.26 0.0677
H 2.84 -0.64 -2.72 0.1013
H 2.21 -1.80 -1.53 0.0964
H -2.62 -0.14 0.38 0.0905
H -4.74 0.95 -0.25 0.1079
H -5.15 1.59 -2.59 0.1078
H -3.43 1.14 -4.31 0.1115
H -1.31 0.07 -3.67 0.0952
H 0.57 -3.50 -0.20 0.1013
H 0.24 -5.82 -0.99 0.1073
H -1.25 -6.28 -2.90 0.1093
H -2.35 -4.41 -4.07 0.1117
H -1.98 -2.10 -3.34 0.0951
H 3.78 2.74 -1.55 0.0884
H 5.13 3.77 -3.33 0.1074
H 4.53 3.41 -5.70 0.1080
H 2.60 2.00 -6.28 0.1095
H 1.24 0.97 -4.49 0.0885
H 0.04 2.72 -3.69 0.0966
H -1.83 4.29 -3.58 0.1124
H -2.98 4.72 -1.44 0.1110
H -2.16 3.63 0.62 0.1106
H -0.25 2.10 0.53 -0.0025
```

***

No. 2
A single C3H5N5O2 molecule in a non-equilibrium geometry, computed with ωB97M-V/def2-TZVPD.

Properties
LUMO: -0.89 eV
net charge: 0
HOMO energy: -0.34170 Eh
gap between HOMO and LUMO: 8.407 eV

Structure (XYZ):
```
15
Properties=species:S:1:pos:R:3:lowdin_charge:R:1
C -0.05 1.40 0.85 -0.4229
C -0.07 0.11 -0.84 -0.2635
C 0.15 -2.10 0.38 0.0051
N -0.25 1.35 -0.46 0.2015
N 0.25 0.15 1.30 0.1439
N 0.20 -0.67 0.24 -0.0818
N -0.23 2.58 1.53 0.1415
N -0.13 -0.36 -2.13 -0.3268
O -0.34 0.38 -3.06 0.1136
O 0.16 -1.53 -2.33 0.0671
H 0.05 -2.35 1.40 0.0851
H -0.74 -2.41 -0.01 0.0605
H 0.82 -2.57 -0.36 0.1069
H 0.10 3.49 1.08 0.1468
H 0.08 2.54 2.41 0.0231
```

***

No. 3
A single C6H6 molecule in a non-equilibrium geometry, computed with ωB97M-V/def2-TZVPD.

Properties
LUMO: 0.19 eV
net charge: 0
HOMO energy: -0.31766 Eh
gap between HOMO and LUMO: 8.831 eV

Structure (XYZ):
```
12
Properties=species:S:1:pos:R:3:lowdin_charge:R:1
C -1.48 -1.12 0.87 0.0855
C -0.51 -0.39 0.34 -0.2929
C 0.01 0.98 0.69 -0.0681
C 0.96 1.34 -0.17 -0.0892
C 1.12 0.26 -1.15 -0.0990
C 0.33 -0.78 -0.86 -0.0537
H -1.71 -2.10 0.49 0.0671
H -1.99 -0.71 1.75 0.0737
H -0.24 1.56 1.60 0.1114
H 1.52 2.23 -0.17 0.0842
H 1.78 0.38 -2.00 0.0974
H 0.23 -1.67 -1.40 0.0835
```

***

No. 4
A molecular structure, C18H40N2O3 in a non-equilibrium geometry, computed with ωB97M-V/def2-TZVPD.

Properties
LUMO: 0.59 eV
net charge: 0
HOMO energy: -0.29220 Eh
gap between HOMO and LUMO: 8.545 eV

Structure (XYZ):
```
63
Properties=species:S:1:pos:R:3:lowdin_charge:R:1
C 2.29 -3.45 2.34 -0.0498
C 1.00 -3.51 1.48 -0.4578
C 1.02 -2.14 0.75 -0.1184
C 0.34 -2.08 -0.66 -0.1734
C 0.65 -3.28 -1.55 -0.1416
C 0.33 -4.61 -0.83 -0.4482
N 1.16 -4.54 0.42 -0.1186
O 1.34 -5.78 1.00 -0.0345
C -1.17 -4.91 -0.60 -0.0297
C 0.83 -5.69 -1.92 -0.0386
C -0.23 -3.80 2.43 -0.0135
H 2.19 -2.76 3.18 0.0824
H 3.16 -3.07 1.80 0.0747
H 2.61 -4.43 2.72 0.0745
H 0.34 -1.62 1.42 0.1037
H 1.94 -1.56 0.83 0.1113
H 0.56 -1.10 -1.09 0.0996
H -0.73 -2.03 -0.43 0.0931
H 1.71 -3.25 -1.80 0.1187
H 0.02 -3.29 -2.44 0.1148
H -1.66 -5.18 -1.54 0.0770
H -1.21 -5.70 0.15 0.0842
H -1.78 -4.05 -0.31 0.0670
H 0.67 -6.72 -1.59 0.0696
H 0.55 -5.50 -2.96 0.0796
H 1.92 -5.73 -1.91 0.0673
H -0.29 -4.84 2.75 0.0761
H -1.14 -3.46 1.93 0.0730
H -0.08 -3.31 3.39 0.0719
H 2.17 -6.13 0.66 0.1021
C 0.17 2.76 1.71 -0.0403
C -1.04 3.40 0.96 -0.3876
C -0.89 4.89 1.32 -0.1585
C 0.07 5.65 0.43 -0.2002
C -0.28 5.44 -1.01 -0.1642
C -0.27 4.02 -1.53 -0.4577
N -1.08 3.20 -0.59 -0.0329
O -1.32 1.95 -1.06 0.0708
C -0.94 4.02 -2.94 -0.0458
C 1.21 3.49 -1.81 -0.0144
C -2.35 2.84 1.63 -0.0209
H 0.03 1.68 1.73 0.0631
H 0.29 3.02 2.76 0.0841
H 1.10 2.86 1.13 0.0692
H -1.84 5.41 1.41 0.1162
H -0.47 5.04 2.31 0.1132
H 1.12 5.51 0.70 0.1124
H 0.08 6.72 0.66 0.1139
H 0.34 5.96 -1.74 0.1215
H -1.26 5.92 -1.06 0.1280
H -0.81 3.11 -3.51 0.0773
H -1.98 4.34 -2.96 0.0859
H -0.48 4.77 -3.59 0.0831
H 1.89 3.42 -0.96 0.0666
H 1.15 2.59 -2.42 0.0745
H 1.80 4.16 -2.43 0.0747
H -2.62 1.81 1.38 0.0686
H -3.19 3.41 1.25 0.0753
H -2.26 2.93 2.72 0.0866
H -2.13 2.02 -1.59 0.1670
O -1.17 0.27 0.02 -0.0539
H -1.10 1.05 -0.53 -0.2691
H -0.30 -0.13 -0.01 -0.0228
```

***

No. 5
2 unconnected molecules or ions with the total composition C5H12O3 in a non-equilibrium geometry, computed with ωB97M-V/def2-TZVPD.

Properties
LUMO: 0.66 eV
net charge: 0
HOMO energy: -0.39170 Eh
gap between HOMO and LUMO: 11.318 eV

Structure (XYZ):
```
20
Properties=species:S:1:pos:R:3:lowdin_charge:R:1
O -0.09 -0.38 1.88 0.1026
C 0.68 0.15 1.11 -0.5083
O 1.45 1.19 1.48 0.1063
C 0.98 -0.25 -0.30 -0.0796
C 0.25 0.68 -1.30 -0.3829
C -1.24 0.31 -1.46 -0.0460
C 0.96 0.59 -2.67 -0.0750
H 1.10 1.55 2.32 0.1359
H 2.04 -0.10 -0.39 0.1117
H 0.64 -1.25 -0.56 0.1357
H 0.34 1.72 -0.97 0.1320
H -1.45 0.08 -2.50 0.0711
H -1.44 -0.65 -0.97 0.0608
H -1.87 1.05 -0.99 0.0775
H 2.02 0.35 -2.57 0.0685
H 0.55 -0.21 -3.29 0.0769
H 0.98 1.55 -3.17 0.0767
H -1.69 -1.34 1.13 -0.0216
H -2.65 -2.46 0.59 0.0257
O -2.48 -1.87 1.33 -0.0681
```

***

No. 6
2 unconnected molecules or ions with the total composition C2H6N2OS in a non-equilibrium geometry, computed with ωB97M-V/def2-TZVPD.

Properties
LUMO: 0.70 eV
net charge: 0
HOMO energy: -0.30960 Eh
gap between HOMO and LUMO: 9.124 eV

Structure (XYZ):
```
12
Properties=species:S:1:pos:R:3:lowdin_charge:R:1
C -1.71 -1.39 -0.36 0.0072
C 1.48 1.70 0.35 -0.2382
N -1.50 -0.20 0.10 -0.2613
N 1.45 0.70 -0.38 -0.4410
O -1.20 0.86 -0.49 -0.1124
S 1.53 -0.88 0.31 0.6901
H -2.01 -2.24 0.32 0.0992
H -1.48 -1.60 -1.37 0.0681
H 1.46 2.71 -0.15 0.0836
H 1.50 1.76 1.53 0.1004
H -1.45 -0.12 1.08 0.1269
H 1.91 -1.30 -0.92 -0.1225
```

***

No. 7
A molecular structure, C2H6IN2S in a non-equilibrium geometry, computed with ωB97M-V/def2-TZVPD.

Properties
LUMO (alpha / beta): -5.00 / -5.00 eV
net charge: +1
HOMO energy (alpha / beta): -0.47708 / -0.47706 Eh
gap between HOMO and LUMO (alpha / beta): 7.983 / 7.983 eV

Structure (XYZ):
```
12
Properties=species:S:1:pos:R:3:lowdin_charge:R:1
C -1.58 0.45 0.09 -0.6465
C 1.17 -0.29 -0.62 -0.5986
N -1.38 1.64 0.51 0.0747
N 0.24 -0.50 0.40 -0.0932
S 2.50 -1.06 0.37 0.8366
I -3.32 -0.20 -0.82 0.9945
H 1.34 0.78 -0.67 0.0720
H 0.93 -0.74 -1.59 0.0957
H -0.47 1.95 1.01 0.1843
H -1.90 2.46 0.51 0.1032
H -0.14 -1.39 0.60 0.0502
H 2.74 -2.19 -0.42 -0.0730
```

***

Repeat the second record exactly.
A single C3H5N5O2 molecule in a non-equilibrium geometry, computed with ωB97M-V/def2-TZVPD.

Properties
LUMO: -0.89 eV
net charge: 0
HOMO energy: -0.34170 Eh
gap between HOMO and LUMO: 8.407 eV

Structure (XYZ):
```
15
Properties=species:S:1:pos:R:3:lowdin_charge:R:1
C -0.05 1.40 0.85 -0.4229
C -0.07 0.11 -0.84 -0.2635
C 0.15 -2.10 0.38 0.0051
N -0.25 1.35 -0.46 0.2015
N 0.25 0.15 1.30 0.1439
N 0.20 -0.67 0.24 -0.0818
N -0.23 2.58 1.53 0.1415
N -0.13 -0.36 -2.13 -0.3268
O -0.34 0.38 -3.06 0.1136
O 0.16 -1.53 -2.33 0.0671
H 0.05 -2.35 1.40 0.0851
H -0.74 -2.41 -0.01 0.0605
H 0.82 -2.57 -0.36 0.1069
H 0.10 3.49 1.08 0.1468
H 0.08 2.54 2.41 0.0231
```

***

> Which value of net charge does entry 7 give?

+1

***

What did the third record say?
A single C6H6 molecule in a non-equilibrium geometry, computed with ωB97M-V/def2-TZVPD.

Properties
LUMO: 0.19 eV
net charge: 0
HOMO energy: -0.31766 Eh
gap between HOMO and LUMO: 8.831 eV

Structure (XYZ):
```
12
Properties=species:S:1:pos:R:3:lowdin_charge:R:1
C -1.48 -1.12 0.87 0.0855
C -0.51 -0.39 0.34 -0.2929
C 0.01 0.98 0.69 -0.0681
C 0.96 1.34 -0.17 -0.0892
C 1.12 0.26 -1.15 -0.0990
C 0.33 -0.78 -0.86 -0.0537
H -1.71 -2.10 0.49 0.0671
H -1.99 -0.71 1.75 0.0737
H -0.24 1.56 1.60 0.1114
H 1.52 2.23 -0.17 0.0842
H 1.78 0.38 -2.00 0.0974
H 0.23 -1.67 -1.40 0.0835
```